Entry 1
Computed, not measured: a structure of composition C15H12BrO8Pd, with ωB97M-V with the def2-TZVPD basis set.

Summary:
* E_LUMO (spin up / spin down): 0.08822 / 0.02974 Eh
* total charge: -1
* E_HOMO (spin up / spin down): -0.2196 / -0.2254 Ha
* Kohn-Sham gap (spin up / spin down): 8.377 / 6.944 eV
* multiplicity: 5

Structure (XYZ):
```
37
Properties=species:S:1:pos:R:3:lowdin_spin:R:1
Pd 0.545 0.113 0.783 1.687
O 1.951 4.071 0.641 0.020
C 1.654 2.916 0.344 0.010
O 0.913 2.156 1.061 0.151
C 2.305 2.362 -0.945 0.002
C 3.580 1.653 -0.473 0.002
C 4.392 1.058 -1.642 0.003
C 3.613 -0.251 -1.943 0.004
C 2.381 -0.028 -1.063 0.013
O 3.019 0.478 0.139 0.034
C 1.628 1.187 -1.700 0.003
C 0.095 1.264 -1.814 0.011
O -0.373 1.769 -2.826 0.018
O -0.601 0.813 -0.831 0.217
H 2.497 3.209 -1.599 0.000
H 4.157 2.211 0.262 0.000
H 5.416 0.853 -1.332 0.000
H 4.424 1.739 -2.494 0.000
H 4.165 -1.125 -1.598 0.000
H 3.363 -0.380 -2.996 0.000
H 1.840 -0.946 -0.817 0.003
H 1.978 1.235 -2.732 0.001
Br -5.360 -4.660 0.233 0.000
C -4.784 -3.052 1.063 0.000
C -5.686 -2.327 1.827 -0.001
C -5.267 -1.150 2.433 0.001
C -3.961 -0.708 2.277 0.002
C -3.072 -1.450 1.510 0.008
C -3.479 -2.629 0.893 0.001
C -1.662 -0.989 1.329 0.013
O -1.288 0.071 1.930 0.162
O -0.865 -1.621 0.612 0.150
H -6.702 -2.677 1.943 0.000
H -5.967 -0.576 3.025 0.000
H -3.618 0.210 2.735 0.001
H -2.772 -3.185 0.293 0.001
O 1.537 -1.613 1.472 1.482
```

=====

Entry 2
Computed, not measured: a structure of composition C15H12BrO8Pd, with ωB97M-V with the def2-TZVPD basis set.

Summary:
* E_LUMO (spin up / spin down): 0.08639 / 0.01733 Eh
* total charge: -1
* E_HOMO (spin up / spin down): -0.2350 / -0.2368 Ha
* Kohn-Sham gap (spin up / spin down): 8.745 / 6.914 eV
* multiplicity: 5

Structure (XYZ):
```
37
Properties=species:S:1:pos:R:3:lowdin_spin:R:1
Pd -0.405 -2.139 0.317 1.536
O 0.568 -4.303 -3.054 0.014
C 0.555 -3.637 -2.035 0.009
O -0.385 -3.656 -1.149 0.161
C 1.723 -2.610 -1.842 0.003
C 1.182 -1.306 -2.441 0.004
C 2.192 -0.150 -2.341 0.006
C 2.045 0.282 -0.858 0.018
C 1.147 -0.827 -0.331 0.026
O 0.188 -0.905 -1.474 0.064
C 2.004 -2.161 -0.385 0.006
C 1.936 -3.334 0.669 0.009
O 2.992 -3.874 0.922 0.028
O 0.807 -3.648 1.222 0.344
H 2.608 -2.975 -2.354 0.000
H 0.720 -1.423 -3.418 0.000
H 1.906 0.668 -2.999 0.001
H 3.202 -0.466 -2.605 0.000
H 1.528 1.237 -0.784 0.000
H 2.994 0.355 -0.328 0.000
H 0.633 -0.573 0.635 0.008
H 3.043 -1.841 -0.307 0.002
Br -1.283 5.202 -0.715 0.000
C -1.963 4.090 0.671 0.000
C -2.716 4.661 1.683 -0.001
C -3.208 3.841 2.690 0.001
C -2.947 2.479 2.677 0.001
C -2.190 1.921 1.657 0.011
C -1.695 2.734 0.645 0.000
C -1.908 0.421 1.653 0.008
O -2.362 -0.262 2.560 0.059
O -1.189 0.039 0.668 0.128
H -2.916 5.724 1.688 0.000
H -3.799 4.271 3.489 0.000
H -3.323 1.829 3.455 0.000
H -1.111 2.290 -0.149 0.000
O -0.570 -1.952 2.266 1.551
```

=====

Q: Which of them is the least stable? A: entry 2.

=====

Entry 1
Computed, not measured: the molecule C2HF4P, with ωB97M-V with the def2-TZVPD basis set.

Summary:
* E_LUMO: -0.01265 Eh
* total charge: 0
* E_HOMO: -0.3708 Ha
* SMILES string: F/C=P/C(F)(F)F
* Kohn-Sham gap: 9.747 eV

Structure (XYZ):
```
8
Properties=species:S:1:pos:R:3:lowdin_charge:R:1
F -1.215 2.235 1.206 -0.010
C -0.795 1.205 0.541 -0.504
P 0.719 1.038 -0.143 1.055
C 0.702 -0.844 -0.448 -0.842
F -0.040 -0.921 -1.611 0.010
F 0.095 -1.735 0.329 0.100
F 1.946 -1.239 -0.659 0.089
H -1.413 0.262 0.786 0.101
```

=====

Entry 2
Computed, not measured: a cluster of 2 separate species, C2HF4P in total, with ωB97M-V with the def2-TZVPD basis set.

Summary:
* E_LUMO (spin up / spin down): -0.04682 / -0.02848 Eh
* total charge: 0
* E_HOMO (spin up / spin down): -0.3549 / -0.3344 Ha
* Kohn-Sham gap (spin up / spin down): 8.383 / 8.326 eV

Structure (XYZ):
```
8
Properties=species:S:1:pos:R:3:lowdin_charge:R:1
C 1.737 -0.209 0.744 -0.626
C -1.509 0.238 -0.623 -0.515
F 2.944 -0.270 1.238 -0.040
F -1.022 -0.967 -0.802 0.101
F -1.469 0.898 -1.812 0.087
F -2.711 0.256 -0.097 0.136
P 0.579 0.830 1.423 0.860
H 1.450 -0.775 -0.071 -0.004
```

=====

Q: Which of them is the least stable? A: entry 2.

=====

Entry 1
Computed, not measured: a cluster of 2 separate species, C2H6N2O2S in total, with ωB97M-V with the def2-TZVPD basis set.

Summary:
* E_LUMO (spin up / spin down): -0.02472 / -0.13511 Eh
* total charge: 0
* E_HOMO (spin up / spin down): -0.3890 / -0.3414 Ha
* Kohn-Sham gap (spin up / spin down): 9.913 / 5.613 eV

Structure (XYZ):
```
13
Properties=species:S:1:pos:R:3:lowdin_charge:R:1
C -0.080 -1.183 0.769 -0.072
C -1.033 -0.989 -0.388 -0.419
N 1.422 0.630 -0.861 -0.109
N -1.377 0.186 -0.921 0.136
O 2.494 2.916 -0.239 -0.287
O 0.286 2.188 0.673 -0.288
S 1.428 1.895 -0.124 0.641
H 0.153 -2.239 0.940 0.095
H 0.677 -0.557 0.421 -0.015
H -0.447 -0.962 1.671 0.037
H -0.580 -1.288 -1.382 0.150
H -2.011 -1.490 -0.211 0.139
H -0.933 0.893 -0.347 -0.005
```

=====

Entry 2
Computed, not measured: a cluster of 2 separate species, C2H6N2O2S in total, with ωB97M-V with the def2-TZVPD basis set.

Summary:
* E_LUMO: 0.02718 Eh
* total charge: 0
* E_HOMO: -0.3409 Ha
* Kohn-Sham gap: 10.017 eV

Structure (XYZ):
```
13
Properties=species:S:1:pos:R:3:lowdin_charge:R:1
C 0.049 0.955 -1.726 -0.037
C -1.336 -0.802 0.492 -0.146
N 0.547 -0.029 -2.115 0.086
N -0.557 0.399 0.788 -0.272
O 1.727 1.518 0.372 -0.283
O 1.619 -0.959 0.403 -0.463
S 1.207 0.172 1.151 0.886
H -1.838 -0.662 -0.382 0.026
H -2.096 -0.871 1.316 0.107
H -0.741 -1.615 0.260 0.043
H 1.060 -0.891 -1.906 0.093
H 1.113 1.814 -0.218 -0.085
H -0.753 0.972 1.566 0.045
```

=====

Q: Which of them is the least stable? A: entry 1.

=====

Entry 1
Computed, not measured: a cluster of 2 separate species, C2H8N6 in total, with ωB97M-V with the def2-TZVPD basis set.

Summary:
* E_LUMO (spin up / spin down): -0.03974 / -0.02291 Eh
* total charge: 0
* E_HOMO (spin up / spin down): -0.2994 / -0.3079 Ha
* Kohn-Sham gap (spin up / spin down): 7.065 / 7.756 eV

Structure (XYZ):
```
16
Properties=species:S:1:pos:R:3:lowdin_charge:R:1
C -1.063 0.127 -1.197 -0.529
N -1.815 0.835 -0.308 0.138
N -0.344 -0.971 -0.577 -0.093
N 0.656 -1.558 -1.107 0.062
N -1.111 0.319 -2.454 0.125
H -1.437 1.027 0.617 0.044
H -2.346 1.581 -0.729 0.103
H 1.024 -0.988 -1.886 0.064
H -0.612 -0.379 -2.996 0.031
N 1.787 -0.446 1.343 0.076
C 0.533 -0.029 1.549 -0.402
N -0.020 0.919 2.157 0.044
H 2.584 0.126 1.590 0.101
H 1.929 -1.142 0.610 0.061
H 0.563 1.507 2.757 0.048
H -0.329 -0.926 0.632 0.127
```

=====

Entry 2
Computed, not measured: the molecule C2H8N6, with ωB97M-V with the def2-TZVPD basis set.

Summary:
* E_LUMO: 0.03642 Eh
* total charge: 0
* E_HOMO: -0.3027 Ha
* SMILES string: [H]/N=C(N)/C(=N\N)NN
* Kohn-Sham gap: 9.229 eV

Structure (XYZ):
```
16
Properties=species:S:1:pos:R:3:lowdin_charge:R:1
H 1.856 0.499 2.320 0.062
N 1.100 0.735 1.614 0.062
C 0.863 -0.170 0.644 -0.493
N 1.485 -1.283 0.293 0.126
C -0.122 0.096 -0.233 -0.391
N -0.845 1.171 -0.343 0.029
N -0.577 2.172 0.428 -0.007
N -0.314 -0.891 -1.261 -0.165
N -1.549 -1.637 -1.150 -0.034
H 2.161 -1.800 0.975 0.164
H 1.242 -1.738 -0.538 0.058
H -1.235 3.034 0.068 0.173
H 0.274 2.232 0.994 0.057
H -0.151 -0.432 -2.236 0.159
H -1.359 -2.250 -0.228 0.123
H -2.339 -0.968 -0.884 0.076
```

=====

Q: Which of them is the least stable? A: entry 1.

=====

Entry 1
Computed, not measured: a cluster of 2 separate species, C9H14 in total, with ωB97M-V with the def2-TZVPD basis set.

Summary:
* E_LUMO (spin up / spin down): 0.15078 / 0.14851 Eh
* total charge: -1
* E_HOMO (spin up / spin down): 0.0327 / -0.1177 Ha
* Kohn-Sham gap (spin up / spin down): 3.214 / 7.245 eV
* multiplicity: 2

Structure (XYZ):
```
23
Properties=species:S:1:pos:R:3:lowdin_spin:R:1
C -2.677 -0.332 1.658 0.045
C -1.553 -0.025 -0.626 0.184
C -1.567 0.232 0.833 0.199
C -0.813 0.801 -1.425 0.046
C -0.738 1.219 1.299 0.033
C 0.035 1.812 -0.910 0.191
C 0.074 2.045 0.491 0.192
H -2.248 -0.779 -0.982 0.026
H -1.001 0.863 -2.495 -0.002
H -2.372 -1.233 2.218 0.010
H -3.445 -0.756 0.998 0.009
H -0.637 1.422 2.368 0.001
H 0.668 2.307 -1.639 0.019
H 0.647 2.823 0.974 0.024
H -3.085 0.387 2.374 0.013
C 2.451 -1.186 0.104 0.002
C 2.269 -1.525 -1.373 0.003
H 2.043 -2.013 0.686 0.000
H 3.490 -1.028 0.400 0.000
H 1.936 -0.281 0.417 0.003
H 1.343 -1.048 -1.708 0.003
H 2.094 -2.560 -1.676 0.001
H 3.086 -1.142 -1.988 0.000
```

=====

Entry 2
Computed, not measured: a cluster of 2 separate species, C9H14 in total, with ωB97M-V with the def2-TZVPD basis set.

Summary:
* E_LUMO (spin up / spin down): 0.14184 / 0.13878 Eh
* total charge: -1
* E_HOMO (spin up / spin down): 0.0381 / -0.1196 Ha
* Kohn-Sham gap (spin up / spin down): 2.824 / 7.030 eV
* multiplicity: 2

Structure (XYZ):
```
23
Properties=species:S:1:pos:R:3:lowdin_spin:R:1
C -0.590 2.102 1.251 0.010
C 1.661 -1.616 1.500 0.050
C 0.274 -1.622 1.591 0.161
C 2.342 -0.383 1.391 0.242
C -0.455 -0.400 1.560 0.226
C 1.608 0.857 1.447 0.154
C 0.232 0.844 1.448 0.052
H 2.251 -2.548 1.480 -0.003
H -0.252 -2.544 1.564 0.016
H 3.427 -0.336 1.398 0.025
H -1.529 -0.378 1.774 0.028
H 2.208 1.771 1.413 0.011
H -0.194 2.689 0.424 0.002
H -0.570 2.742 2.120 0.001
H -1.626 1.837 1.059 0.003
C -0.683 -0.381 -3.319 0.005
C -1.478 -0.388 -1.997 0.006
H -1.150 -1.116 -3.972 0.001
H -0.758 0.580 -3.821 0.001
H 0.338 -0.666 -3.180 0.000
H -1.813 -1.394 -1.825 0.002
H -0.922 0.060 -1.165 0.004
H -2.321 0.290 -2.142 0.001
```

=====

Q: Which of them is the least stable? A: entry 1.

=====

Entry 1
Computed, not measured: the molecule C9H8O2, with ωB97M-V with the def2-TZVPD basis set.

Summary:
* E_LUMO: -0.01502 Eh
* total charge: 0
* E_HOMO: -0.3559 Ha
* SMILES string: CC(=O)c1ccccc1C=O
* Kohn-Sham gap: 9.275 eV

Structure (XYZ):
```
19
Properties=species:S:1:pos:R:3:lowdin_charge:R:1
C 2.758 -0.193 0.255 -0.045
C 1.662 0.681 -0.239 -0.365
O 1.770 1.918 -0.390 0.040
C 0.292 -0.025 -0.068 -0.107
C 0.139 -1.380 -0.198 -0.041
C -1.154 -1.947 -0.227 -0.063
C -2.269 -1.178 -0.036 -0.057
C -2.106 0.184 0.101 -0.029
C -0.891 0.824 0.002 -0.084
C -0.895 2.349 0.064 -0.134
O -1.980 2.949 -0.152 0.001
H 2.839 -1.112 -0.448 0.103
H 2.348 -0.538 1.256 0.114
H 3.817 0.326 0.335 0.127
H 1.018 -1.942 -0.481 0.100
H -1.159 -3.024 -0.342 0.106
H -3.264 -1.665 -0.023 0.126
H -2.907 0.752 0.285 0.077
H -0.016 3.022 0.307 0.131
```

=====

Entry 2
Computed, not measured: the molecule C9H8O2, with ωB97M-V with the def2-TZVPD basis set.

Summary:
* E_LUMO: 0.02774 Eh
* total charge: 0
* E_HOMO: -0.3501 Ha
* SMILES string: C[C@]1(c2ccccc2)OC1=O
* Kohn-Sham gap: 10.281 eV

Structure (XYZ):
```
19
Properties=species:S:1:pos:R:3:lowdin_charge:R:1
C -1.765 -0.418 1.884 0.020
C -0.299 -0.625 1.370 -0.195
C -0.012 0.020 0.040 -0.169
C 1.194 0.807 -0.082 0.022
C 1.605 1.353 -1.318 -0.084
C 0.906 1.065 -2.463 -0.066
C -0.238 0.221 -2.308 -0.065
C -0.712 -0.231 -1.089 -0.060
O 0.184 -2.119 1.378 0.184
C 0.744 -1.266 2.147 -0.503
O 1.648 -1.008 2.909 0.126
H -2.356 -0.998 1.278 0.039
H -2.127 0.582 1.638 0.091
H -1.866 -0.618 3.007 0.120
H 1.868 1.174 0.686 0.116
H 2.464 1.903 -1.503 0.083
H 1.124 1.305 -3.494 0.102
H -0.795 -0.241 -3.144 0.110
H -1.565 -0.905 -0.935 0.129
```

=====

Q: Which of them is the least stable? A: entry 2.

=====

Entry 1
Computed, not measured: the ion C3H5BrN3 with charge +1, with ωB97M-V with the def2-TZVPD basis set.

Summary:
* E_LUMO: -0.15646 Eh
* total charge: +1
* E_HOMO: -0.5516 Ha
* SMILES string: Cc1[nH+]cnn1Br
* Kohn-Sham gap: 10.753 eV

Structure (XYZ):
```
12
Properties=species:S:1:pos:R:3:lowdin_charge:R:1
C 0.644 0.708 -1.483 0.060
C 0.092 0.056 -0.110 -0.260
N 0.596 0.169 1.084 0.191
C -0.230 -0.551 1.929 -0.064
N -1.218 -1.043 1.273 0.105
N -1.096 -0.588 -0.017 -0.523
Br -2.282 -0.986 -1.321 0.958
H 1.646 0.932 -1.467 0.055
H -0.122 1.515 -1.818 0.140
H 0.615 -0.003 -2.200 0.029
H 1.526 0.535 1.214 0.192
H -0.171 -0.744 2.916 0.115
```

=====

Entry 2
Computed, not measured: the ion C3H5BrN3 with charge +1, with ωB97M-V with the def2-TZVPD basis set.

Summary:
* E_LUMO (spin up / spin down): -0.21234 / -0.21217 Eh
* total charge: +1
* E_HOMO (spin up / spin down): -0.4815 / -0.4814 Ha
* Kohn-Sham gap (spin up / spin down): 7.325 / 7.326 eV

Structure (XYZ):
```
12
Properties=species:S:1:pos:R:3:lowdin_charge:R:1
C -0.088 0.751 -0.267 -0.077
C 2.132 0.153 0.077 -0.621
C -1.847 -0.802 0.243 0.037
N 0.438 -1.286 0.592 0.266
N 1.295 0.992 -0.413 0.027
N -0.411 -0.503 0.140 -0.339
Br 3.860 -0.019 0.183 1.020
H -0.778 1.387 -0.781 0.129
H -2.169 -0.639 1.353 0.151
H -2.253 -0.037 -0.442 0.101
H -1.814 -1.902 -0.001 0.125
H 1.635 1.908 -0.685 0.181
```

=====

Q: Which of them is the least stable? A: entry 2.

=====

Entry 1
Computed, not measured: a structure of composition C2H3I3O, with ωB97M-V with the def2-TZVPD basis set.

Summary:
* E_LUMO: -0.01714 Eh
* total charge: 0
* E_HOMO: -0.3426 Ha
* Kohn-Sham gap: 8.856 eV

Structure (XYZ):
```
9
Properties=species:S:1:pos:R:3:lowdin_charge:R:1
C 0.449 -0.602 -0.183 -0.834
C -0.435 0.508 -0.613 -1.224
O -0.047 -1.103 1.438 -0.226
I 2.556 -0.263 -0.288 0.831
I -0.039 2.505 0.248 0.665
I -2.455 -0.041 -0.123 0.823
H 0.100 -1.336 -0.794 0.012
H -0.358 0.717 -1.633 -0.022
H 0.229 -0.385 1.949 -0.024
```

=====

Entry 2
Computed, not measured: a structure of composition C2H3I3O, with ωB97M-V with the def2-TZVPD basis set.

Summary:
* E_LUMO (spin up / spin down): -0.04367 / -0.05159 Eh
* total charge: 0
* E_HOMO (spin up / spin down): -0.3276 / -0.3379 Ha
* Kohn-Sham gap (spin up / spin down): 7.727 / 7.792 eV

Structure (XYZ):
```
9
Properties=species:S:1:pos:R:3:lowdin_charge:R:1
C 0.251 -0.340 0.252 -1.080
C -0.121 0.675 -0.602 -1.309
O -0.176 -0.407 1.532 -0.125
I 2.389 -0.616 0.111 0.794
I 0.472 2.645 0.024 0.754
I -2.286 0.768 -1.010 0.699
H -0.343 -2.032 -0.666 0.189
H 0.339 0.549 -1.515 -0.045
H -0.524 -1.239 1.875 0.122
```

=====

Q: Which of them is the least stable? A: entry 2.